The following is a quantum chemistry calculation of the molecule C4H6O, from OMol25.

Output
E_LUMO (spin up / spin down)	0.02364 / 0.02096	Ha
charge	0
HOMO energy (spin up / spin down)	-0.2793 / -0.2907	hartree
HOMO-LUMO gap (spin up / spin down)	8.24 / 8.48	eV

Cartesian coordinates (Å):
C: -0.354 0.545 -1.398
C: -0.056 1.350 -0.146
C: 0.332 -1.745 1.581
C: 0.500 -0.014 -0.331
O: 0.352 -1.199 0.319
H: -1.182 -0.058 -1.540
H: -0.090 1.096 -2.278
H: 0.568 2.136 -0.431
H: -0.988 1.621 0.282
H: 0.073 -1.090 2.351
H: 0.845 -2.640 1.590

The following is a quantum chemistry calculation of a cluster of 5 separate species, C3H16O4 in total, from OMol25.

Output
E_LUMO	0.02008	Ha
charge	0
SMILES string	CCC.O.O.O.O
HOMO energy	-0.4005	hartree
HOMO-LUMO gap	11.44	eV

Cartesian coordinates (Å):
C: -1.524 -0.504 0.914
C: -0.263 -0.737 0.097
C: 0.978 -0.136 0.723
H: -1.492 -1.001 1.888
H: -2.418 -0.766 0.352
H: -1.626 0.539 1.198
H: -0.344 -0.413 -0.940
H: -0.120 -1.819 0.016
H: 1.797 -0.041 0.019
H: 0.840 0.838 1.195
H: 1.458 -0.641 1.566
O: 2.804 -2.684 -0.104
H: 2.085 -2.698 0.536
H: 2.617 -3.420 -0.706
O: 2.411 -0.469 -2.238
H: 2.700 -0.942 -1.442
H: 3.080 -0.697 -2.891
O: -1.276 2.610 -0.848
H: -1.010 3.424 -0.406
H: -0.453 2.112 -0.930
O: -3.394 2.278 1.010
H: -2.812 2.216 0.223
H: -4.041 2.949 0.769

The following is a quantum chemistry calculation of a structure of composition C35H33N4OPPd, from OMol25.

Output
E_LUMO	-0.02607	Ha
charge	0
HOMO energy	-0.2350	hartree
HOMO-LUMO gap	5.69	eV

Cartesian coordinates (Å):
Pd: -0.063 0.058 -0.108
C: 2.806 -1.358 0.956
C: 3.404 0.017 1.247
C: 2.739 0.643 2.464
C: 3.328 0.880 -0.016
C: 3.861 2.310 0.107
O: 2.982 3.077 -0.742
C: 1.913 2.288 -0.972
N: 1.967 1.084 -0.549
C: 0.798 2.834 -1.793
C: 1.226 3.771 -2.878
C: 0.444 3.995 -3.946
C: -0.881 3.459 -4.175
C: -1.771 3.072 -3.215
C: -1.663 3.158 -1.812
P: -2.259 2.186 -0.545
C: -3.716 2.660 0.408
C: -3.587 3.446 1.549
C: -4.716 3.873 2.233
C: -5.978 3.533 1.771
C: -6.113 2.766 0.621
C: -4.988 2.327 -0.055
C: -2.395 0.409 -0.820
C: -1.551 -0.169 -1.799
C: -1.624 -1.556 -2.027
C: -2.526 -2.337 -1.335
C: -3.383 -1.759 -0.392
C: -3.309 -0.411 -0.126
H: 2.828 -1.992 1.843
H: 3.337 -1.867 0.150
H: 1.760 -1.237 0.641
H: 4.473 -0.110 1.457
H: 1.699 0.888 2.255
H: 3.236 1.555 2.799
H: 2.750 -0.057 3.300
H: 3.886 0.345 -0.794
H: 4.877 2.434 -0.261
H: 3.783 2.716 1.117
H: 2.178 4.276 -2.785
H: 0.848 4.631 -4.729
H: -1.211 3.403 -5.205
H: -2.710 2.661 -3.583
H: -2.608 3.740 1.906
H: -4.606 4.475 3.124
H: -6.858 3.868 2.305
H: -7.097 2.507 0.252
H: -5.105 1.723 -0.947
H: -1.006 0.459 -2.493
H: -0.981 -1.994 -2.780
H: -2.579 -3.400 -1.532
H: -4.094 -2.374 0.144
H: -3.941 0.016 0.641
C: -1.190 -2.259 4.777
C: -1.007 -0.968 5.263
C: -0.913 0.103 4.391
C: -1.009 -0.135 3.024
C: -1.209 -1.419 2.528
C: -1.287 -2.485 3.412
N: -0.920 0.891 2.040
N: -0.407 1.958 2.447
C: -0.328 2.942 1.449
C: 0.298 4.109 1.703
C: 0.277 5.146 0.683
C: -0.102 4.879 -0.573
C: -0.403 3.472 -1.006
N: -0.850 2.706 0.198
H: -1.261 -3.088 5.469
H: -0.936 -0.797 6.329
H: -0.765 1.111 4.751
H: -1.283 -1.557 1.453
H: -1.429 -3.489 3.035
H: 0.772 4.257 2.662
H: 0.549 6.154 0.970
H: -0.158 5.656 -1.322
H: 0.371 1.945 -2.261

The following is a quantum chemistry calculation of a structure of composition C10H32F3LiN10O12S, from OMol25.

Output
E_LUMO	-0.01451	Ha
charge	0
HOMO energy	-0.3457	hartree
HOMO-LUMO gap	9.01	eV

Cartesian coordinates (Å):
Li: 2.218 1.900 -2.493
C: 1.050 0.133 0.902
F: 0.045 -0.080 1.756
F: 1.539 1.371 1.098
F: 2.002 -0.764 1.109
S: 0.398 0.050 -0.825
O: -0.259 -1.238 -0.865
O: -0.468 1.184 -1.049
O: 1.592 0.158 -1.670
C: 0.987 0.235 -5.310
C: 0.659 1.617 -4.830
O: 1.843 2.360 -4.447
O: 1.856 0.375 -6.432
H: 0.102 -0.363 -5.532
H: 1.506 -0.313 -4.508
H: -0.119 1.665 -4.070
H: 0.238 2.124 -5.709
H: 2.168 2.665 -5.298
H: 2.311 -0.463 -6.545
C: 3.280 -1.189 5.175
C: 4.234 -1.287 4.020
O: 4.830 -0.030 3.639
O: 3.897 -0.946 6.452
H: 2.812 -2.169 5.290
H: 2.441 -0.499 5.041
H: 3.671 -1.620 3.148
H: 5.043 -1.979 4.263
H: 4.834 0.551 4.404
H: 4.471 -0.179 6.357
C: 0.235 -4.742 0.095
O: 1.089 -5.536 0.455
N: -0.561 -4.995 -0.990
N: -0.100 -3.627 0.805
H: -1.329 -4.447 -1.335
H: -0.264 -5.686 -1.655
H: -0.643 -2.914 0.348
H: 0.499 -3.376 1.572
C: -2.587 3.176 2.076
O: -2.551 4.372 1.880
N: -1.642 2.290 1.586
N: -3.535 2.564 2.852
H: -1.908 1.360 1.321
H: -0.889 2.751 1.108
H: -3.479 1.583 3.061
H: -4.301 3.030 3.297
C: -0.670 -1.570 5.172
O: 0.129 -2.220 4.501
N: -0.769 -0.219 4.991
N: -1.493 -2.137 6.081
H: -0.134 0.195 4.336
H: -1.336 0.327 5.613
H: -2.189 -1.631 6.599
H: -1.340 -3.078 6.391
C: -1.133 4.119 -3.210
O: -0.025 4.492 -2.831
N: -1.789 3.111 -2.566
N: -1.671 4.541 -4.392
H: -2.732 2.868 -2.798
H: -1.205 2.632 -1.895
H: -1.164 5.190 -4.964
H: -2.494 4.131 -4.793
C: -2.399 -1.145 -3.692
O: -2.988 -1.060 -4.756
N: -1.103 -1.605 -3.609
N: -2.930 -0.734 -2.506
H: -0.683 -1.842 -2.720
H: -0.846 -2.226 -4.359
H: -3.891 -0.460 -2.462
H: -2.360 -0.751 -1.676

The following is a quantum chemistry calculation of a structure of composition C37H52ClFeN4O2SSi4Te, from OMol25.

Output
E_LUMO	0.06877	Ha
charge	-1
HOMO energy	-0.1261	hartree
HOMO-LUMO gap	5.30	eV

Cartesian coordinates (Å):
Fe: 0.626 -0.084 1.737
Cl: 3.168 6.638 2.210
C: 2.579 5.011 2.454
C: 1.857 4.707 3.622
C: 1.409 3.436 3.844
C: 1.601 2.379 2.898
O: 1.162 1.214 3.171
C: 2.332 2.729 1.713
C: 2.768 1.716 0.810
N: 2.257 0.534 0.787
C: 2.993 -0.554 0.301
C: 3.813 -0.619 -0.796
C: 4.542 -1.803 -1.052
C: 4.485 -2.876 -0.208
C: 3.658 -2.829 0.942
C: 3.569 -3.861 1.907
C: 2.758 -3.693 2.991
C: 1.973 -2.524 3.093
N: 2.004 -1.567 2.201
C: 2.882 -1.683 1.163
C: 2.830 4.036 1.535
H: 1.665 5.493 4.341
H: 0.846 3.190 4.735
H: 3.651 1.937 0.207
H: 3.894 0.221 -1.471
H: 5.164 -1.847 -1.938
H: 5.060 -3.772 -0.408
H: 4.149 -4.766 1.773
H: 2.669 -4.454 3.754
H: 1.262 -2.395 3.901
H: 3.412 4.264 0.649
C: -0.567 -5.847 2.751
C: -1.819 -4.991 2.879
N: -1.562 -3.643 3.378
C: -1.964 -3.388 4.751
C: -1.233 -4.269 5.756
C: -1.149 -2.659 2.520
S: -1.053 -1.051 3.076
N: -0.883 -3.140 1.293
C: -0.312 -2.481 0.290
O: 0.233 -1.367 0.245
C: -0.285 -3.243 -1.010
C: 0.566 -2.805 -2.019
C: 0.635 -3.487 -3.224
C: -0.151 -4.612 -3.430
C: -1.004 -5.054 -2.426
C: -1.067 -4.376 -1.218
H: -0.827 -6.842 2.381
H: -0.065 -5.962 3.713
H: 0.124 -5.384 2.046
H: -2.527 -5.454 3.572
H: -2.308 -4.913 1.909
H: -3.048 -3.534 4.837
H: -1.765 -2.343 4.968
H: -1.503 -5.323 5.668
H: -1.474 -3.947 6.771
H: -0.153 -4.184 5.623
H: 1.169 -1.924 -1.843
H: 1.302 -3.138 -4.003
H: -0.101 -5.144 -4.373
H: -1.623 -5.928 -2.585
H: -1.721 -4.710 -0.426
C: -0.323 2.119 -4.736
Si: -0.326 1.192 -3.082
C: 1.467 0.834 -2.632
C: -1.244 -0.431 -3.370
Si: -1.325 2.464 -1.389
Te: -1.123 1.660 0.929
Si: -0.449 4.635 -1.572
C: -0.733 5.612 0.013
C: 1.417 4.503 -1.884
C: -1.174 5.647 -3.002
Si: -3.635 2.534 -1.763
C: -4.062 3.000 -3.551
C: -4.394 3.830 -0.618
C: -4.420 0.862 -1.388
H: 0.105 1.486 -5.520
H: 0.270 3.035 -4.683
H: -1.335 2.394 -5.043
H: 1.896 0.055 -3.269
H: 1.528 0.516 -1.591
H: 2.068 1.741 -2.751
H: -0.761 -1.025 -4.152
H: -2.271 -0.229 -3.686
H: -1.288 -1.038 -2.462
H: -0.593 4.973 0.888
H: -1.752 6.007 0.043
H: -0.037 6.452 0.084
H: 1.839 3.669 -1.317
H: 1.938 5.417 -1.586
H: 1.620 4.325 -2.944
H: -2.226 5.880 -2.817
H: -1.111 5.120 -3.957
H: -0.637 6.595 -3.103
H: -3.604 3.950 -3.835
H: -5.144 3.094 -3.681
H: -3.708 2.238 -4.251
H: -4.151 4.841 -0.955
H: -4.003 3.708 0.394
H: -5.483 3.735 -0.581
H: -4.126 0.107 -2.120
H: -5.512 0.936 -1.392
H: -4.096 0.517 -0.404

The following is a quantum chemistry calculation of a structure of composition C5H10O2, from OMol25.

Output
E_LUMO	0.03103	Ha
charge	0
HOMO energy	-0.3501	hartree
HOMO-LUMO gap	10.37	eV

Cartesian coordinates (Å):
C: 1.455 -0.624 -0.648
C: 0.292 -0.352 0.847
C: -0.213 1.115 0.793
O: 0.820 1.961 0.341
C: -1.291 0.619 -0.212
C: -0.951 -0.850 0.138
O: -0.571 -1.632 -0.992
H: 1.959 -1.612 -0.719
H: 2.096 0.144 -0.311
H: 1.184 -0.409 -1.719
H: 0.599 -0.733 1.853
H: -0.682 1.583 1.689
H: 0.476 2.852 0.217
H: -2.321 0.945 -0.041
H: -0.991 0.844 -1.236
H: -1.730 -1.427 0.644
H: -0.133 -2.422 -0.645

Q: Which formula does entry 4 have?
A: C10H32F3LiN10O12S